[1]
Here is 2 unconnected molecules or ions with the total composition C24H47ClN5O10 in a non-equilibrium geometry from the OMol25 dataset. Energies are from ωB97M-V/def2-TZVPD.

Cartesian coordinates (Å):
C (-3.17158, -2.61913, -3.47227)
C (-2.24268, -1.82883, -2.51271)
C (-2.54527, -0.34701, -2.70433)
C (-1.72784, 0.62640, -1.82511)
O (-2.38853, 1.83240, -1.59145)
C (-3.14048, 2.41003, -2.63493)
C (-2.39314, 2.72607, -3.93658)
O (-0.42885, 0.94224, -2.30458)
C (0.03829, 0.32144, -3.48357)
C (1.40460, 0.95045, -3.82320)
N (2.46803, -0.06705, -3.91023)
C (3.80487, 0.51670, -3.69934)
C (4.36581, 0.12212, -2.33333)
C (3.50324, 0.71873, -1.21999)
O (5.67758, 0.66823, -2.20616)
O (-1.57033, -0.07189, -0.61710)
C (-1.24794, 0.64364, 0.53497)
O (0.06996, 1.14890, 0.55789)
C (0.12072, 2.53884, 0.30862)
C (1.57128, 3.05205, 0.27973)
C (-1.50507, -0.33763, 1.74575)
C (-1.37283, -1.80311, 1.33254)
C (-0.06449, -2.28900, 0.66426)
C (1.27956, -1.65955, 1.02965)
Cl (0.03086, -4.07953, 0.97976)
N (-2.93257, -0.08984, 2.23214)
C (-3.82268, -0.17305, 1.40675)
O (-4.68884, -0.29268, 0.63872)
N (-0.66300, 0.00511, 2.90316)
C (-1.03983, 1.32214, 3.45022)
C (0.11033, 1.93478, 4.24837)
N (1.31134, 2.19226, 3.45965)
C (-0.86493, -0.95616, 4.01217)
C (0.30848, -1.95072, 4.16415)
C (1.65014, -1.33041, 4.31525)
O (0.92610, -1.96267, 5.39302)
H (-3.22099, -2.14756, -4.45477)
H (-4.17261, -2.60882, -3.03045)
H (-2.88318, -3.66708, -3.54789)
H (-1.22573, -2.12550, -2.76772)
H (-2.50061, -2.18401, -1.51929)
H (-3.56581, -0.22039, -2.32217)
H (-2.59178, -0.03768, -3.74545)
H (-3.47687, 3.37234, -2.24382)
H (-4.07542, 1.88333, -2.85611)
H (-1.33177, 2.87722, -3.73868)
H (-2.50515, 1.96593, -4.71115)
H (-2.79201, 3.65233, -4.35479)
H (0.25111, -0.74294, -3.37220)
H (-0.59714, 0.50606, -4.35383)
H (1.66283, 1.65648, -3.03354)
H (1.36305, 1.53238, -4.75407)
H (2.47315, -0.39476, -4.86906)
H (4.51819, 0.12501, -4.43153)
H (3.79804, 1.60754, -3.81403)
H (4.35461, -0.96771, -2.24634)
H (3.57478, 1.80729, -1.31571)
H (3.86938, 0.42246, -0.23261)
H (2.46077, 0.40262, -1.26735)
H (5.69408, 1.23662, -1.43136)
H (-1.88009, 1.51274, 0.73703)
H (-0.33206, 2.82481, -0.64311)
H (-0.40932, 3.12420, 1.07189)
H (1.83127, 3.31794, -0.74597)
H (2.27458, 2.34520, 0.71340)
H (1.62496, 3.99076, 0.83649)
H (-2.15671, -2.00755, 0.59955)
H (-1.60927, -2.48890, 2.14367)
H (-0.20046, -2.23401, -0.41173)
H (1.25271, -0.78431, 1.66921)
H (1.81313, -1.39316, 0.11374)
H (1.91026, -2.40173, 1.51860)
H (-1.86909, 1.24280, 4.16649)
H (-1.36440, 2.04371, 2.69956)
H (-0.21714, 2.86405, 4.72138)
H (0.39204, 1.26947, 5.07051)
H (1.43317, 1.50165, 2.73117)
H (1.30854, 3.13221, 3.09487)
H (-1.76071, -1.57254, 3.91039)
H (-0.86805, -0.49060, 4.99543)
H (0.25890, -2.87961, 3.59784)
H (2.50414, -1.96740, 4.10742)
H (1.74483, -0.26504, 4.48317)
N (1.10489, -5.36404, 5.46400)
O (1.51271, -4.17970, 5.41456)
O (1.70350, -6.26670, 4.83829)
O (0.08642, -5.63962, 6.13418)

Computed properties:
HOMO energy, eV: -3.8
Frontier orbital gap, eV: 5.58
E_tot, eV: -66092.629
Charge: -1
2S+1: 1

[2]
Here is a gas-phase ion, C24H47N2S2 (charge +1) from the OMol25 dataset. Energies are from ωB97M-V/def2-TZVPD.

Cartesian coordinates (Å):
C (-1.37456, -0.60678, 3.93059)
C (-0.60485, 0.72638, 3.93619)
C (-1.43348, 1.96754, 4.29924)
C (-2.74956, 2.17907, 3.52827)
C (-2.62762, 3.17702, 2.36699)
C (-2.15474, 2.52119, 1.05956)
C (-1.32912, 3.47854, 0.20194)
C (-1.12066, 3.07407, -1.24941)
N (-0.47378, 1.75747, -1.53332)
C (0.03813, 1.79346, -2.92236)
C (0.62732, 0.46313, -3.40929)
C (2.15837, 0.45807, -3.60156)
C (2.82315, -0.83660, -3.11841)
C (4.31636, -0.70883, -2.81926)
C (4.63439, 0.19364, -1.62836)
C (6.12008, 0.15977, -1.22657)
C (6.68200, 1.54905, -0.91477)
C (0.56897, 1.41212, -0.63125)
S (1.90012, 2.27428, -0.31647)
S (0.46851, -0.19162, 0.09882)
C (-1.16871, -0.82901, -0.33159)
C (-1.13914, -1.91580, -1.40444)
C (-2.36342, -2.85978, -1.38328)
C (-2.61126, -3.40850, -0.03315)
N (-3.59667, -3.05215, 0.71594)
C (-3.68057, -3.78529, 2.00174)
C (-2.80872, -5.00472, 1.68709)
C (-1.78980, -4.42119, 0.69315)
H (-1.31035, -1.09758, 2.95417)
H (-2.43389, -0.46795, 4.15870)
H (-0.97795, -1.30493, 4.66781)
H (0.20028, 0.64978, 4.66930)
H (-0.10621, 0.87745, 2.97601)
H (-0.79710, 2.83853, 4.12100)
H (-1.62175, 1.95830, 5.37517)
H (-3.51602, 2.53000, 4.22097)
H (-3.11462, 1.23086, 3.11731)
H (-3.58925, 3.66587, 2.19610)
H (-1.91055, 3.95570, 2.64016)
H (-1.54648, 1.65229, 1.32067)
H (-3.02559, 2.17636, 0.48941)
H (-1.85209, 4.44000, 0.16265)
H (-0.38132, 3.67340, 0.70591)
H (-2.10584, 3.01017, -1.72389)
H (-0.56636, 3.86539, -1.76707)
H (0.78822, 2.59051, -3.00909)
H (-0.81413, 2.08512, -3.53887)
H (0.36970, -0.33115, -2.70558)
H (0.14811, 0.20610, -4.35589)
H (2.60325, 1.32282, -3.10725)
H (2.37112, 0.56327, -4.66869)
H (2.67787, -1.61593, -3.87246)
H (2.32522, -1.18315, -2.20352)
H (4.71029, -1.70812, -2.60720)
H (4.85560, -0.34309, -3.69973)
H (4.01581, -0.10925, -0.77785)
H (4.36022, 1.22562, -1.86590)
H (6.70383, -0.30112, -2.02662)
H (6.23421, -0.45768, -0.33316)
H (5.95629, 2.12789, -0.33766)
H (7.59807, 1.49461, -0.32687)
H (6.88715, 2.10594, -1.83076)
H (-1.76251, 0.02074, -0.66036)
H (-1.58570, -1.19064, 0.61375)
H (-1.13620, -1.43178, -2.38125)
H (-0.21688, -2.49642, -1.34533)
H (-3.25989, -2.35894, -1.75214)
H (-2.14776, -3.70804, -2.03636)
H (-4.26720, -2.33549, 0.46500)
H (-4.71888, -4.04324, 2.19393)
H (-3.30008, -3.17004, 2.81736)
H (-3.41740, -5.76213, 1.19266)
H (-2.33101, -5.44296, 2.55837)
H (-1.04409, -3.84481, 1.26012)
H (-1.25893, -5.12683, 0.06094)

Computed properties:
HOMO energy, eV: -11.0
Frontier orbital gap, eV: 7.14
E_tot, eV: -50294.868
Charge: +1
SMILES: CCCCCCCCN(CCCCCCCC)C(=S)SCCCC1=[NH+]CCC1
2S+1: 1

[3]
Here is 6 unconnected molecules or ions with the total composition C24H48BFN3O17S from the OMol25 dataset. Energies are from ωB97M-V/def2-TZVPD.

Cartesian coordinates (Å):
C (1.66428, 8.21831, 1.54007)
C (1.03042, 6.96004, 2.10600)
O (2.02551, 6.14860, 2.66609)
C (1.58951, 4.89431, 3.19269)
B (2.62720, 3.75819, 2.67496)
N (3.04894, 3.65575, 1.32280)
O (3.08757, 2.83663, 3.58274)
C (0.12223, 4.57368, 2.91105)
C (-0.20704, 3.13122, 3.31729)
C (-1.52925, 2.95881, 4.05775)
F (-1.28006, 3.01433, 5.41735)
N (-0.22291, 4.83975, 1.46765)
C (-1.67315, 4.65186, 1.17169)
C (0.22800, 6.23567, 1.02981)
N (0.93731, 6.06538, -0.21620)
C (0.39171, 6.12403, -1.30693)
S (-0.28768, 6.16106, -2.68670)
H (1.72306, 8.98306, 2.30997)
H (2.66887, 8.00352, 1.18636)
H (1.06018, 8.62693, 0.73141)
H (0.30517, 7.27718, 2.86797)
H (1.64804, 4.92005, 4.28691)
H (2.52122, 4.17556, 0.63538)
H (4.03499, 3.76680, 1.13294)
H (3.39157, 3.19596, 4.42116)
H (-0.52879, 5.23720, 3.48429)
H (-0.25438, 2.52492, 2.40843)
H (0.55722, 2.75403, 3.99231)
H (-1.96833, 1.98662, 3.83946)
H (-2.25455, 3.74180, 3.83217)
H (0.31091, 4.16769, 0.91026)
H (-1.92330, 3.59543, 1.17085)
H (-2.24222, 5.14410, 1.95552)
H (-1.91149, 5.09985, 0.21230)
H (-0.67848, 6.82097, 0.87054)
C (-2.44702, -3.15746, 2.62700)
O (-1.76737, -1.90635, 2.82148)
C (-0.53145, -2.02787, 3.29403)
O (0.03441, -3.05057, 3.56969)
O (-0.01313, -0.79864, 3.39626)
C (1.32154, -0.74034, 3.90617)
H (-3.43213, -2.92387, 2.23551)
H (-1.91627, -3.77136, 1.90309)
H (-2.54978, -3.68917, 3.57014)
H (2.02360, -1.27982, 3.27377)
H (1.38018, -1.12250, 4.92326)
H (1.57906, 0.31618, 3.89954)
C (-5.45311, -1.59430, -3.35197)
O (-4.30091, -0.86888, -2.90170)
C (-3.66876, -1.43356, -1.87586)
O (-3.98517, -2.45208, -1.32204)
O (-2.62076, -0.66855, -1.55684)
C (-1.84216, -1.18574, -0.47327)
H (-5.85629, -1.02059, -4.18028)
H (-5.16946, -2.58898, -3.68850)
H (-6.19035, -1.67226, -2.55577)
H (-1.41896, -2.15668, -0.72806)
H (-2.44096, -1.26118, 0.43097)
H (-1.03368, -0.47670, -0.31155)
C (-5.04622, -8.94115, 1.60213)
O (-4.35641, -7.70114, 1.79932)
C (-3.12078, -7.83348, 2.27563)
O (-2.57116, -8.86939, 2.53992)
O (-2.59297, -6.61478, 2.41114)
C (-1.25521, -6.61101, 2.92257)
H (-6.02493, -8.67449, 1.21618)
H (-4.51684, -9.56230, 0.88275)
H (-5.14805, -9.47574, 2.54420)
H (-0.58094, -7.14414, 2.25512)
H (-1.21792, -7.05916, 3.91353)
H (-0.95598, -5.56894, 2.98610)
C (2.28727, -5.73227, -1.46634)
O (2.55977, -4.80525, -2.52428)
C (1.57675, -3.94441, -2.76807)
O (0.52516, -3.88891, -2.18322)
O (1.95060, -3.15047, -3.76972)
C (0.97546, -2.16962, -4.14012)
H (3.17017, -6.35861, -1.39039)
H (2.12104, -5.20460, -0.52913)
H (1.41734, -6.34001, -1.70598)
H (0.76106, -1.50616, -3.30389)
H (0.05723, -2.64632, -4.47692)
H (1.41511, -1.59651, -4.95156)
C (4.98020, -1.04216, -5.65526)
O (5.24158, -0.12221, -6.71827)
C (4.24718, 0.72682, -6.95967)
O (3.19750, 0.77226, -6.36722)
O (4.60639, 1.51750, -7.96693)
C (3.62197, 2.48378, -8.34541)
H (5.86127, -1.66954, -5.56618)
H (4.81626, -0.51159, -4.71912)
H (4.11463, -1.65938, -5.88758)
H (3.40250, 3.15189, -7.51475)
H (2.70846, 1.99157, -8.67282)
H (4.05914, 3.04188, -9.16713)

Computed properties:
HOMO energy, eV: -12.0
Frontier orbital gap, eV: 8.79
E_tot, eV: -79168.725
Charge: +1
2S+1: 1
Energy above the lowest of the compared OMol25 structures with the same formula, charge and spin, kJ/mol: 0.0

[4]
Here is 9 unconnected molecules or ions with the total composition C24H48Br12O3 in a non-equilibrium geometry from the OMol25 dataset. Energies are from ωB97M-V/def2-TZVPD.

Cartesian coordinates (Å):
C (-0.26334, 0.77009, 0.82864)
C (-1.54668, 0.11869, 0.35170)
C (-1.21289, -1.33499, 0.06583)
O (0.18023, -1.38930, 0.27334)
C (0.66393, -0.39768, 1.14929)
H (-0.49774, 1.35782, 1.71619)
H (0.17305, 1.34926, 0.01488)
H (-1.93033, 0.68581, -0.49642)
H (-2.27757, 0.18882, 1.15729)
H (-1.55855, -1.68032, -0.90853)
H (-1.69549, -2.00197, 0.78021)
H (1.70034, -0.32825, 0.81896)
H (0.52194, -0.72791, 2.17832)
C (4.10358, 2.54733, -0.90470)
C (3.35975, 3.68981, -1.58740)
C (2.16505, 2.95580, -2.33366)
O (2.48766, 1.51817, -2.28831)
C (3.79341, 1.33170, -1.79752)
H (3.57474, 2.41530, 0.03923)
H (5.15469, 2.67996, -0.64841)
H (4.06098, 4.20947, -2.24034)
H (2.96884, 4.28775, -0.76413)
H (2.00698, 3.28431, -3.36089)
H (1.35543, 3.14790, -1.62959)
H (4.48628, 1.35155, -2.63873)
H (3.81920, 0.34773, -1.32930)
C (-2.50653, 5.54025, -1.15999)
C (-2.33019, 5.66290, -2.62788)
C (-2.84440, 4.34387, -3.04174)
O (-2.69685, 3.35024, -1.94762)
C (-2.32403, 4.05278, -0.78832)
H (-3.54280, 5.84869, -1.02168)
H (-1.91371, 6.23650, -0.56676)
H (-1.25575, 5.77624, -2.77223)
H (-2.85821, 6.49145, -3.09989)
H (-2.24486, 3.92474, -3.84981)
H (-3.88179, 4.24909, -3.36255)
H (-1.36840, 3.69461, -0.40542)
H (-3.10524, 3.79608, -0.07284)
Br (-1.90100, -1.84932, 8.73199)
C (-2.38092, -1.15339, 6.99917)
C (-1.21043, -1.36432, 6.08469)
Br (-1.61365, -0.60142, 4.27310)
H (-2.63338, -0.09306, 6.99249)
H (-3.25655, -1.71445, 6.67270)
H (-1.08763, -2.42493, 5.86536)
H (-0.26993, -1.02847, 6.52145)
Br (-5.18876, -3.30967, 5.75549)
C (-4.43490, -3.43094, 3.87487)
C (-5.29968, -2.63188, 2.99192)
Br (-4.57244, -2.47075, 1.10857)
H (-4.50272, -4.48117, 3.59114)
H (-3.41051, -3.07121, 3.77837)
H (-5.46993, -1.61832, 3.35497)
H (-6.31543, -3.00287, 2.85502)
Br (-0.48096, -2.40690, -3.86842)
C (1.11775, -1.73211, -2.82566)
C (2.34911, -1.81388, -3.62889)
Br (2.99021, -3.67228, -3.74531)
H (1.30261, -2.28308, -1.90352)
H (0.81624, -0.69913, -2.65211)
H (3.19906, -1.33292, -3.14478)
H (2.28713, -1.35413, -4.61525)
Br (5.67741, 0.70982, 2.16772)
C (6.19301, -1.25808, 2.33234)
C (5.33657, -1.98453, 1.29842)
Br (5.95996, -1.40746, -0.52620)
H (6.01770, -1.52341, 3.37492)
H (7.27926, -1.34098, 2.36823)
H (4.29100, -1.69279, 1.39733)
H (5.46102, -3.06261, 1.40011)
Br (-2.96467, -0.23146, -2.87402)
C (-2.29947, 1.24718, -4.00679)
C (-1.59806, 0.53180, -5.16852)
Br (-1.73040, 1.88455, -6.75177)
H (-1.55360, 1.88976, -3.53898)
H (-3.20744, 1.82589, -4.17645)
H (-2.07731, -0.43479, -5.32378)
H (-0.54341, 0.30843, -5.00760)
Br (0.88348, -3.90880, 3.09506)
C (0.34343, -5.11097, 1.54355)
C (1.23016, -4.82447, 0.32122)
Br (3.00712, -5.46469, 0.62113)
H (-0.67079, -4.80920, 1.28201)
H (0.24722, -6.14019, 1.88933)
H (1.10962, -3.76424, 0.09877)
H (0.85421, -5.24246, -0.61263)

Computed properties:
HOMO energy (alpha / beta), eV: -11.7 / -11.7
Frontier orbital gap (alpha / beta), eV: 8.78 / 3.08
E_tot, eV: -872307.168
<S²>: 0.756
Charge: +1
2S+1: 2

[5]
Here is 6 unconnected molecules or ions with the total composition C24H48O6 in a non-equilibrium geometry from the OMol25 dataset. Energies are from ωB97M-V/def2-TZVPD.

Cartesian coordinates (Å):
C (0.23754, 1.54942, 5.13407)
C (1.03886, 2.09302, 6.29765)
C (0.28219, 1.43710, 7.44568)
O (-1.09687, 1.48652, 7.07340)
C (-1.18287, 1.70526, 5.67019)
H (0.48161, 0.50845, 4.90244)
H (0.39865, 2.05593, 4.17885)
H (0.99876, 3.18157, 6.32527)
H (2.08452, 1.78543, 6.27012)
H (0.38448, 1.94833, 8.40480)
H (0.62299, 0.40396, 7.57576)
H (-1.52047, 2.73364, 5.49132)
H (-1.88851, 1.02085, 5.19752)
C (0.90569, -4.73906, 2.26180)
C (-0.37803, -4.55633, 1.43243)
C (-1.03944, -3.35411, 2.13047)
O (-0.00544, -2.67829, 2.84961)
C (1.25520, -3.31165, 2.61443)
H (1.67201, -5.28745, 1.71472)
H (0.65157, -5.31740, 3.15271)
H (-0.95514, -5.47574, 1.38030)
H (-0.13388, -4.25628, 0.40764)
H (-1.79829, -3.71339, 2.82992)
H (-1.47706, -2.65287, 1.41979)
H (1.83557, -3.24726, 3.53489)
H (1.80271, -2.81096, 1.80857)
C (-0.35539, 0.82961, 1.40030)
C (-0.25130, 1.31862, -0.06157)
C (1.25725, 1.36578, -0.31838)
O (1.88894, 0.74949, 0.81120)
C (0.90644, -0.00571, 1.47420)
H (-1.28188, 0.28213, 1.57458)
H (-0.39337, 1.69814, 2.06189)
H (-0.78727, 2.25495, -0.21502)
H (-0.76599, 0.58792, -0.69295)
H (1.65966, 2.38021, -0.31294)
H (1.53141, 0.88004, -1.25595)
H (1.22048, -0.33617, 2.46075)
H (0.68658, -0.93530, 0.91584)
C (-0.96712, -2.15215, -3.37016)
C (-0.76616, -2.77298, -1.99031)
C (0.56054, -3.51871, -2.18912)
O (0.62208, -3.91627, -3.53356)
C (-0.24969, -3.11432, -4.32825)
H (-0.48929, -1.17006, -3.42911)
H (-1.99426, -1.96348, -3.68587)
H (-1.56237, -3.45756, -1.69756)
H (-0.68852, -1.98390, -1.24125)
H (0.65518, -4.37540, -1.51652)
H (1.38579, -2.85491, -1.88666)
H (-0.93103, -3.78804, -4.85233)
H (0.32717, -2.56647, -5.07769)
C (-4.82560, 4.75544, -2.80187)
C (-3.48764, 4.79304, -2.03724)
C (-2.63644, 3.75226, -2.77521)
O (-3.52747, 2.88549, -3.42629)
C (-4.56759, 3.73009, -3.92094)
H (-5.12756, 5.70618, -3.23871)
H (-5.62638, 4.37119, -2.17442)
H (-3.66157, 4.55014, -0.98916)
H (-2.99571, 5.76615, -2.04676)
H (-1.97679, 3.19942, -2.10640)
H (-1.98573, 4.27759, -3.49118)
H (-5.44993, 3.12700, -4.11577)
H (-4.20047, 4.20557, -4.83657)
C (3.20584, 0.45445, -3.95918)
C (2.78586, -0.72709, -3.07349)
C (3.88769, -0.78357, -1.99102)
O (4.72238, 0.36808, -2.17951)
C (4.03979, 1.29585, -3.00709)
H (2.36653, 1.00953, -4.37987)
H (3.82693, 0.11250, -4.78703)
H (2.80101, -1.67499, -3.61426)
H (1.79245, -0.62978, -2.63844)
H (4.51784, -1.66423, -2.09230)
H (3.46272, -0.73302, -0.98422)
H (4.80942, 1.90830, -3.48338)
H (3.45624, 2.00026, -2.39758)

Computed properties:
HOMO energy, eV: -9.4
Frontier orbital gap, eV: 10.02
E_tot, eV: -37948.494
SMILES: C1CCOC1.C1CCOC1.C1CCOC1.C1CCOC1.C1CCOC1.C1CCOC1
2S+1: 1
Energy above the lowest of the compared OMol25 structures with the same formula, charge and spin, kJ/mol: 161.7